Record 1
106
Properties=species:S:1:pos:R:3:forces:R:3:mulliken_charge:R:1 method="wB97M-V/def2-TZVPD" e_homo_ev=-9.932 homo_lumo_gap_ev=8.76
Li 2.50332 -1.20433 -2.10133 0.55 0.74 -0.11 0.875
N 1.17317 -1.13760 -0.79488 -2.33 2.73 0.51 0.079
S 0.43207 -1.73485 0.43820 1.75 -5.52 6.63 0.089
O -0.87694 -2.25283 0.28193 -0.04 0.31 -0.79 0.031
O 0.80528 -1.22852 1.77339 -1.13 0.76 -2.77 -0.465
F 1.40167 -3.04448 0.54154 -0.48 -0.24 -1.03 -0.424
S 0.51688 0.38656 -0.49458 2.46 7.52 -1.27 1.194
O 1.44684 1.26767 0.25087 -1.74 -2.68 -1.61 -0.549
O -0.87536 0.66706 -0.23283 1.25 -2.02 -0.51 -0.330
F 0.72767 0.91653 -2.04619 -0.13 -1.01 1.16 -0.422
C -4.10037 -3.37986 0.55957 0.35 -0.06 -0.78 -0.303
O -3.70875 -2.09156 1.07947 -1.23 1.66 -0.82 -0.241
C -4.17785 -0.89506 0.44831 0.54 2.63 3.94 0.731
O -4.19242 0.22535 1.08007 0.19 -5.49 -3.25 -0.591
O -4.57112 -1.12173 -0.78948 0.17 -0.37 -0.26 -0.244
C -4.94863 -0.00470 -1.60609 0.16 1.48 0.81 -0.580
H -3.84128 -4.19816 1.23141 -0.12 0.63 0.79 0.288
H -3.51925 -3.66978 -0.31585 -0.04 0.49 -0.35 -0.131
H -5.15755 -3.45566 0.30515 0.01 0.26 0.14 0.328
H -5.67159 0.60852 -1.06811 -0.78 -0.56 -0.23 0.411
H -5.22215 -0.33826 -2.60710 -0.07 -0.16 0.46 0.243
H -4.16348 0.74964 -1.65711 0.68 -0.54 -0.29 0.090
C 7.54083 -2.82720 5.11257 1.14 -0.48 -1.09 -0.651
O 6.23120 -2.45796 4.93096 -2.41 0.51 0.23 -0.346
C 5.53719 -2.77687 3.82237 3.01 -0.85 -0.65 0.857
O 5.95799 -3.28863 2.80936 0.33 -0.04 0.42 -0.599
O 4.34456 -2.41067 4.03193 -3.25 0.31 0.48 -0.275
C 3.31395 -2.74819 3.10248 -1.79 0.23 0.43 -0.351
H 7.72964 -3.65229 4.42579 0.53 -0.12 0.14 0.343
H 7.68738 -3.13383 6.14823 0.06 0.21 -0.12 0.214
H 8.12927 -1.96062 4.81112 0.58 -0.23 0.35 0.252
H 3.19878 -1.95441 2.36439 0.12 -0.40 -0.05 -0.185
H 2.40527 -2.79676 3.70252 -0.06 0.98 0.27 0.360
H 3.17096 -3.75447 2.70874 1.72 -0.12 -0.42 0.361
C 5.93104 -0.22285 -3.33626 -0.32 -0.20 -0.70 -0.586
O 5.99720 0.15312 -1.96411 1.64 -0.50 -0.54 -0.353
C 4.93552 0.23273 -1.23826 -2.94 0.75 0.01 0.820
O 3.76995 0.34168 -1.70977 1.68 -1.31 0.78 -0.684
O 5.27836 0.25486 0.02563 0.65 -0.34 0.57 -0.350
C 4.30504 0.43997 1.07687 -1.13 -0.14 -0.27 -0.001
H 5.55873 0.59126 -3.95812 0.05 0.01 0.15 0.296
H 5.31246 -1.10502 -3.50126 -0.34 0.07 0.31 0.248
H 6.91680 -0.54450 -3.67227 0.12 0.47 0.41 0.251
H 4.18867 1.51378 1.22344 -0.56 -0.20 -0.27 0.311
H 4.51296 0.01111 2.05715 1.46 -0.18 -0.37 0.326
H 3.41969 -0.13648 0.80861 -0.37 0.87 -0.28 -0.305
C -2.31516 -2.38232 -2.50647 -0.13 -0.52 0.37 -0.086
O -2.19927 -2.27810 -3.90049 1.28 -1.53 -1.74 -0.415
C -2.43289 -1.23672 -4.60582 -0.52 2.88 -1.77 0.677
O -2.87956 -0.18579 -4.18304 0.36 -0.67 -0.68 -0.551
O -2.07784 -1.47225 -5.94648 -0.83 -0.28 0.63 -0.332
C -2.18525 -0.43879 -6.96911 0.39 1.62 1.12 -0.686
H -1.43694 -2.95366 -2.20579 -0.11 0.07 0.15 0.040
H -3.19744 -3.01617 -2.41755 -0.07 0.33 0.87 0.310
H -2.34163 -1.43546 -1.96715 -0.28 -0.06 -0.27 0.158
H -3.11537 0.09871 -7.15371 -0.82 -0.89 0.70 0.306
H -1.85937 -0.72914 -7.96791 0.32 -0.92 0.58 0.283
H -1.57752 0.39914 -6.62758 0.48 -0.08 -0.14 0.278
C -1.74169 3.20402 6.57874 0.93 -0.78 -0.07 -0.608
O -2.52613 3.14693 5.37626 0.17 -0.65 -1.29 -0.332
C -2.21046 2.19497 4.41843 -1.88 -1.18 -0.47 0.805
O -2.84278 1.99256 3.38066 1.79 1.37 2.59 -0.522
O -1.25501 1.34581 4.87383 -1.10 2.82 1.74 -0.388
C -0.82468 0.34798 4.07241 1.39 -1.90 -2.08 -0.232
H -0.69784 3.35579 6.30411 -0.10 0.07 0.18 0.249
H -1.79949 2.26479 7.12883 -0.17 -0.07 -0.08 0.264
H -2.05046 3.99610 7.26094 -0.46 0.17 -0.64 0.278
H -0.54605 0.69426 3.07715 -0.22 0.13 -0.13 -0.058
H -1.52502 -0.47587 3.93495 -0.24 0.10 0.15 0.339
H 0.10182 -0.03057 4.50414 -0.10 -0.14 0.18 0.255
C 1.00353 3.24360 2.61329 0.19 0.25 -0.83 -0.723
O 0.39433 3.82912 3.74360 0.70 -3.62 0.35 -0.304
C 0.09280 5.05028 3.83827 -1.43 4.52 -3.12 0.773
O -0.09506 5.91191 2.94284 0.98 -2.56 1.96 -0.640
O -0.06221 5.28622 5.11260 0.58 0.14 1.36 -0.216
C -0.17277 6.62361 5.47995 -0.28 1.77 0.06 -0.875
H 1.48249 2.30205 2.88197 -0.27 0.11 0.45 0.202
H 1.78943 3.93257 2.30378 -0.17 -0.08 -0.59 0.483
H 0.25588 3.02304 1.85142 0.21 0.30 -0.14 0.312
H 0.36329 6.80428 6.41167 -0.61 -0.47 0.36 0.276
H -1.23063 6.88567 5.46141 0.05 0.20 0.58 0.324
H 0.30920 7.33276 4.80697 0.03 -0.44 -0.53 0.364
C -1.02928 -5.44267 -0.59295 -0.45 -1.19 -0.90 -0.512
O -2.09130 -5.80175 -1.55652 -0.62 0.48 0.27 -0.360
C -1.89726 -5.78743 -2.87566 -0.07 0.15 -0.45 0.900
O -0.84028 -5.56416 -3.41571 -0.63 -0.09 0.04 -0.569
O -3.10208 -6.06099 -3.50624 0.20 0.91 2.38 -0.335
C -3.12073 -6.09484 -4.90624 1.85 -0.07 -1.18 -0.754
H -0.44234 -6.35664 -0.50201 0.39 0.29 0.05 0.435
H -1.53856 -5.28459 0.35770 -0.06 0.24 -0.31 0.151
H -0.42547 -4.58551 -0.89091 -0.26 -0.17 -0.13 0.150
H -3.93063 -5.67344 -5.50171 -0.98 -0.09 1.27 0.291
H -2.98714 -7.15006 -5.14449 0.16 0.20 -0.68 0.293
H -2.31079 -5.44576 -5.23911 0.53 -0.59 -0.31 0.320
C -1.76888 2.78431 -2.93521 -0.98 -0.14 -0.07 -0.355
O -0.93588 3.82139 -3.40927 0.69 2.36 -0.94 -0.218
C -1.37273 5.06426 -3.87409 -3.17 -1.46 0.11 0.675
O -2.56432 5.38746 -4.07604 3.70 -0.84 0.62 -0.592
O -0.28041 5.78714 -4.07745 -0.02 0.56 -0.18 -0.296
C -0.36546 7.09329 -4.69548 0.20 0.21 -0.42 -0.692
H -2.79531 3.13810 -2.83849 0.02 0.00 0.27 0.436
H -1.35471 2.40224 -2.00216 -0.18 0.46 0.09 0.007
H -1.78941 1.92820 -3.60958 0.16 0.24 -0.37 0.117
H 0.55535 7.63098 -4.46947 -0.07 -0.28 0.54 0.254
H -1.22048 7.71106 -4.42087 -0.09 -0.50 0.36 0.316
H -0.33979 7.03633 -5.78369 -0.33 -0.55 -0.05 0.298

=====

Record 2
76
Properties=species:S:1:pos:R:3:forces:R:3:mulliken_charge:R:1 method="wB97M-V/def2-TZVPD" e_homo_ev=-7.316 homo_lumo_gap_ev=7.12
Sc -0.48049 -0.23175 0.27011 0.37 -0.42 -1.60 0.528
N 4.43072 -0.15117 0.51400 0.08 0.10 0.03 -0.434
C 3.12924 -0.18431 0.10500 -0.07 -0.21 -0.16 0.482
S 2.33905 -1.68736 0.09289 -0.16 0.04 -0.02 -0.529
N 2.64493 0.99531 -0.21143 0.39 0.36 0.09 -1.468
N 1.32926 1.11743 -0.50021 -0.03 0.36 -0.29 2.003
C 1.02754 2.29641 -0.95570 0.34 -0.40 0.16 0.461
C 2.04173 3.37205 -1.12850 0.06 0.05 -0.12 -1.244
C 2.69479 3.92030 -0.02780 -0.11 0.06 -0.04 0.058
C 3.60320 4.95064 -0.20264 0.00 -0.01 0.06 -0.890
C 3.87948 5.43388 -1.47536 0.01 0.02 -0.04 -0.380
C 3.23173 4.89187 -2.57409 0.04 0.04 -0.03 -0.836
C 2.30978 3.86970 -2.39951 -0.02 -0.09 0.08 0.244
C -0.37113 2.63022 -1.23329 -0.41 0.19 -0.09 0.737
C -0.76337 3.97258 -1.29516 0.14 -0.10 0.00 -1.230
C -2.08716 4.28678 -1.51466 -0.04 -0.08 -0.01 -0.691
C -2.99292 3.25299 -1.70383 0.05 0.11 -0.04 -1.089
C -2.52641 1.95685 -1.62673 -0.11 -0.15 -0.03 0.171
N -1.25598 1.63046 -1.38029 0.22 0.10 0.29 0.798
H 4.93077 -1.02018 0.47181 0.03 -0.02 0.03 0.252
H 4.94245 0.70303 0.35616 -0.05 -0.01 -0.05 0.235
H 2.47110 3.53721 0.95840 0.03 -0.03 0.02 0.487
H 4.10324 5.37876 0.65711 -0.01 -0.01 0.00 0.411
H 4.59546 6.23500 -1.60798 0.00 -0.01 0.00 0.395
H 3.44029 5.26623 -3.56828 0.00 -0.01 0.01 0.396
H 1.79662 3.44925 -3.25683 0.00 0.00 0.00 0.428
H -0.02297 4.74242 -1.14030 -0.02 0.04 -0.01 0.497
H -2.41088 5.31903 -1.53594 0.01 0.01 -0.01 0.425
H -4.03931 3.44634 -1.89253 0.00 -0.04 -0.01 0.497
H -3.21325 1.13263 -1.76944 -0.01 0.05 0.11 0.049
I -1.12938 -7.80431 -2.07478 0.01 0.21 0.10 0.023
C -0.96611 -5.88075 -1.23594 -0.06 -0.41 -0.14 -0.459
C -1.34379 -5.67698 0.08049 0.00 0.05 -0.05 -0.242
C -1.22035 -4.40469 0.59656 0.02 0.60 0.33 -0.439
I -1.80808 -3.97330 2.57102 0.04 -0.20 -0.19 -0.078
C -0.71303 -3.30692 -0.13739 -0.21 -0.41 -0.16 -0.214
O -0.59728 -2.13821 0.41278 -0.03 -1.22 0.42 0.451
C -0.37250 -3.55899 -1.48949 0.00 0.28 0.19 1.268
C 0.18879 -2.44772 -2.34032 0.03 -0.20 0.01 -1.864
N -0.55601 -1.18775 -2.20780 0.13 0.24 0.12 0.240
C -1.87757 -1.25062 -2.82846 -0.07 0.11 0.07 -1.466
C -3.03049 -1.22486 -1.85039 0.04 -0.23 -0.02 0.387
C -4.33308 -1.35466 -2.32438 -0.05 -0.06 0.02 -0.921
C -5.37949 -1.34485 -1.42120 0.08 0.01 -0.01 -0.450
C -5.09097 -1.23859 -0.06727 -0.02 -0.03 -0.04 -1.010
C -3.76951 -1.10484 0.31421 -0.10 -0.06 0.08 -0.672
N -2.76089 -1.07209 -0.56009 -0.02 0.59 -0.05 1.506
C -0.49812 -4.83555 -2.01244 -0.02 -0.02 -0.02 -0.636
H -1.73303 -6.48150 0.68743 0.01 -0.01 0.00 0.420
H 0.20316 -2.77825 -3.38744 -0.01 -0.02 0.01 0.415
H 1.21423 -2.25108 -2.03014 -0.03 0.05 -0.07 0.375
H -0.01673 -0.46127 -2.66092 0.02 0.05 0.02 0.256
H -1.97238 -2.17201 -3.41298 -0.01 0.04 -0.06 0.548
H -2.01067 -0.41855 -3.52552 0.06 0.01 0.00 0.503
H -4.51234 -1.45710 -3.38769 0.01 -0.02 0.01 0.500
H -6.40293 -1.42544 -1.76381 0.00 -0.02 0.00 0.426
H -5.87703 -1.25016 0.67437 0.03 0.00 0.03 0.435
H -3.49812 -1.01654 1.35832 0.01 0.08 -0.02 0.502
H -0.22081 -5.01793 -3.04374 0.00 0.04 -0.01 0.425
O -1.92198 0.90358 1.26689 -0.33 0.10 0.27 -0.341
N -1.39007 1.88520 1.89206 -0.07 0.47 0.34 0.005
O -0.20598 2.05559 1.62646 -0.36 0.09 -0.10 -0.279
O 0.24748 -0.41359 2.21318 -0.19 -0.05 0.27 -0.670
S 1.63468 -0.35066 2.80250 0.25 -0.11 0.70 0.371
C 1.44338 0.56193 4.39487 0.00 -0.04 -0.17 -0.729
C 1.79653 -0.38667 5.54470 0.10 -0.02 0.01 -0.622
C 2.60103 -1.53999 4.93897 -0.05 0.10 0.00 -0.628
C 1.84275 -1.92437 3.68250 0.11 0.15 -0.15 -0.648
H 0.41836 0.92805 4.41573 0.00 0.00 -0.06 0.257
H 2.11429 1.41778 4.33709 0.00 -0.01 -0.01 0.441
H 0.88750 -0.78360 5.99837 -0.01 0.02 0.00 0.301
H 2.35925 0.13159 6.32123 -0.05 0.00 0.02 0.332
H 2.70925 -2.37859 5.62612 -0.01 -0.01 -0.03 0.375
H 3.60371 -1.19394 4.66937 0.03 -0.06 0.05 0.299
H 0.82522 -2.26005 3.88960 -0.01 -0.07 -0.01 0.157
H 2.34162 -2.62934 3.02239 0.01 0.04 -0.05 0.386

=====

Record 3
77
Properties=species:S:1:pos:R:3:forces:R:3:mulliken_charge:R:1 method="wB97M-V/def2-TZVPD" total_charge=-1 spin_multiplicity=2 e_homo_ev="-4.176 / -4.099" homo_lumo_gap_ev="5.65 / 5.51"
Ni -1.76582 0.27412 -2.05668 -0.17 -0.43 0.40 -0.225
O 0.09960 0.37929 -3.37155 0.51 -0.04 -0.21 -0.407
C -0.29930 0.00069 -4.68447 0.09 0.12 0.11 -0.885
C -1.25423 -1.17412 -4.65357 -0.15 0.03 0.01 -0.817
N -2.41905 -0.94468 -3.78946 -0.03 -0.04 -0.22 0.703
C -3.44935 -0.14319 -4.44583 -0.02 -0.16 0.08 -0.706
C -3.17150 1.35719 -4.27398 0.09 0.06 0.39 0.519
O -3.47620 2.12318 -5.17797 -0.09 0.08 -0.16 -0.767
O -2.66887 1.66604 -3.13746 0.07 0.36 0.12 -0.568
C -2.85301 -2.20407 -3.19126 -0.04 0.13 -0.03 -0.872
C -1.84321 -2.62162 -2.10888 0.00 0.28 0.04 0.471
O -1.73164 -3.80812 -1.83353 0.10 -0.17 0.03 -0.795
O -1.20139 -1.64159 -1.58444 -0.06 -0.02 0.26 0.176
H 0.40118 -0.41025 -2.89720 0.03 -0.01 -0.09 0.208
H 0.57825 -0.26922 -5.28080 -0.01 0.00 -0.07 0.414
H -0.75590 0.88426 -5.12925 -0.03 0.01 0.04 0.402
H -0.71692 -2.04894 -4.27902 -0.01 0.00 0.04 0.443
H -1.57862 -1.40174 -5.67824 0.01 -0.05 -0.03 0.388
H -4.40071 -0.33014 -3.94187 -0.01 -0.01 -0.03 0.359
H -3.56580 -0.39014 -5.50524 0.01 -0.01 -0.04 0.198
H -2.96387 -3.01013 -3.92382 -0.01 -0.05 -0.01 0.320
H -3.82029 -2.05146 -2.70585 0.00 0.01 -0.01 0.322
C 6.02191 3.09480 3.81108 0.00 0.00 0.00 -1.571
C 4.88845 2.62762 2.93635 0.01 0.03 0.03 0.770
C 5.05405 1.58280 2.04236 -0.02 -0.01 -0.05 -0.877
C 4.01289 1.13600 1.22898 -0.04 -0.01 0.03 1.045
C 4.30568 -0.00671 0.29095 -0.02 -0.02 0.01 -1.627
C 2.75616 1.74882 1.33282 -0.18 0.08 0.02 -0.171
Te 1.10731 1.03488 0.05776 0.38 -0.19 -0.19 0.592
N -1.10848 0.94969 -0.37793 -0.41 -0.02 -0.46 0.115
C -1.85813 1.38231 0.62691 -0.57 0.22 0.42 0.874
O -1.48833 1.96508 1.66196 0.04 -0.01 -0.13 -0.836
C -3.37272 1.17668 0.49452 0.06 -0.04 -0.15 -0.319
C -3.97439 0.14188 -0.21244 0.12 -0.44 -0.08 0.323
C -5.35572 0.03768 -0.30606 -0.04 0.11 0.11 -0.788
C -6.16402 0.97418 0.31920 0.00 -0.02 -0.03 -0.462
C -5.57842 1.99064 1.06229 0.03 0.00 0.02 -0.532
C -4.19830 2.08071 1.15791 0.13 0.15 -0.11 -0.555
C 1.14010 -0.88416 0.97394 -0.04 -0.03 -0.02 0.073
C 1.42471 -2.02085 0.21510 0.00 -0.01 -0.12 1.310
C 1.77320 -2.02752 -1.25100 0.05 -0.09 -0.03 -2.428
C 1.38056 -3.27372 0.82899 -0.01 -0.01 -0.01 -0.834
C 1.06032 -3.42471 2.16198 0.02 0.02 0.02 0.839
C 0.98799 -4.78449 2.80145 -0.01 -0.01 0.00 -1.682
C 0.80266 -2.27693 2.90408 0.00 0.00 0.02 -0.882
C 0.83879 -1.00837 2.34377 0.02 0.02 0.03 0.965
C 0.57688 0.17052 3.24098 0.02 0.00 -0.01 -1.108
C 2.57561 2.82825 2.20774 0.06 0.02 -0.04 1.077
C 1.28412 3.59475 2.33488 0.00 0.01 -0.02 -1.627
C 3.64680 3.24264 2.99546 -0.01 0.00 0.02 -0.746
H 6.91768 2.49529 3.64831 -0.01 0.00 0.00 0.345
H 5.75761 3.02460 4.86815 -0.01 0.00 -0.01 0.324
H 6.27361 4.13781 3.60786 -0.01 0.00 -0.01 0.339
H 6.02282 1.09700 1.96525 -0.02 0.01 -0.01 0.312
H 5.36449 -0.01399 0.02785 -0.01 -0.02 0.02 0.501
H 3.72836 0.06223 -0.63014 0.00 0.02 -0.02 0.198
H 4.06249 -0.96604 0.75362 -0.03 0.00 -0.01 0.257
H -3.38169 -0.66330 -0.63676 0.16 0.12 -0.01 0.437
H -5.79796 -0.78620 -0.85350 0.02 0.01 0.00 0.437
H -7.24189 0.90458 0.23895 0.00 0.01 0.01 0.370
H -6.20089 2.71640 1.57173 0.01 0.00 0.00 0.371
H -3.72304 2.85819 1.74039 -0.03 0.02 0.00 0.409
H 1.91528 -1.02789 -1.65752 -0.02 0.02 0.01 0.244
H 0.97650 -2.53323 -1.80113 0.03 0.08 0.04 0.476
H 2.70091 -2.58065 -1.41632 0.03 -0.01 0.05 0.547
H 1.57461 -4.15289 0.22296 -0.01 0.01 0.00 0.282
H 1.15981 -5.57228 2.06855 0.01 0.00 0.00 0.365
H 0.00640 -4.95094 3.24883 0.00 0.00 0.00 0.361
H 1.73223 -4.88731 3.59436 0.00 0.00 0.00 0.341
H 0.55309 -2.36937 3.95659 0.01 -0.01 0.00 0.358
H 0.21950 -0.17556 4.21118 -0.02 0.01 0.00 0.420
H -0.16114 0.85338 2.81653 0.03 -0.05 0.02 0.018
H 1.49656 0.73636 3.40479 0.00 -0.02 0.03 0.179
H 0.43104 3.09550 1.87871 0.00 -0.05 0.02 0.090
H 1.38986 4.57919 1.87041 0.00 -0.01 0.00 0.390
H 1.04341 3.75718 3.38754 0.00 0.01 -0.01 0.393
H 3.49731 4.07410 3.67915 0.00 -0.01 -0.01 0.421

=====

For each record above, in turn, the calculated total energy values are -111791.6485; -108792.4295; -96334.2957 eV.